C14H28AlO4P2S as an isolated structure in a non-equilibrium geometry, computed with ωB97M-V with the def2-TZVPD basis set.

Structure (XYZ):
```
50
C14H28AlO4P2S | the Open Molecules 2025 dataset | ωB97M-V with the def2-TZVPD basis set
Al 0.278 0.071 -0.281
H -1.408 -0.812 1.024
H -1.350 -0.012 0.960
P -0.093 -2.341 -0.437
P -0.116 2.394 -0.467
C 1.398 3.309 -0.031
H 1.272 4.372 -0.280
H 1.582 3.183 1.044
H 2.249 2.900 -0.589
C -0.420 2.795 -2.216
H -1.366 2.339 -2.526
H -0.464 3.879 -2.366
H 0.387 2.366 -2.816
C -1.421 3.253 0.459
H -1.239 3.154 1.537
H -1.432 4.316 0.176
H -2.392 2.801 0.218
C -0.231 -2.765 -2.214
H -0.302 -3.850 -2.368
H -1.122 -2.276 -2.628
H 0.648 -2.371 -2.735
C 1.332 -3.326 0.137
H 1.420 -3.219 1.225
H 1.206 -4.385 -0.123
H 2.248 -2.943 -0.324
C -1.519 -3.206 0.310
H -2.453 -2.739 -0.025
H -1.523 -4.266 0.017
H -1.468 -3.134 1.403
C 1.743 0.211 1.169
O 2.842 0.024 1.501
H 0.893 0.019 -1.771
C 0.882 2.375 8.997
C 0.739 1.915 7.580
C 0.800 0.537 7.321
C 0.649 0.071 6.024
C 0.444 1.000 5.006
C 0.382 2.375 5.234
C 0.542 2.834 6.535
S 0.034 0.358 3.387
O 0.596 -0.966 3.301
O -1.408 0.523 3.300
O 0.780 1.331 2.488
H 0.096 1.938 9.628
H 1.849 2.050 9.408
H 0.820 3.466 9.069
H 0.954 -0.182 8.131
H 0.682 -0.985 5.765
H 0.210 3.056 4.403
H 0.496 3.909 6.735
```

Computed properties:
Charge: +1
Energy above the lowest of the compared OMol25 structures with the same formula, charge and spin in kJ/mol: 0.00
DFT total energy in eV: -59165.7339
HOMO energy in eV: -10.955
LUMO in eV: -3.7